# 1
Density functional theory data (the ωB97M-V functional and the def2-TZVPD basis) for a structure of composition C5H10S.

Each line ends with the natural charge from an NBO analysis.
Atoms and positions in Å:
H  -1.836  -1.124  -1.220  0.195
H  0.013  2.317  0.195  0.211
H  2.855  0.588  -1.115  0.210
H  -2.505  -1.273  0.414  0.219
C  -1.687  -0.702  -0.190  -0.417
C  -0.448  -1.159  0.653  -0.757
H  -2.563  1.332  0.241  0.238
C  2.708  -0.251  -0.400  -0.682
H  2.276  -1.155  -0.716  0.194
C  -1.702  0.844  -0.335  -0.462
C  -0.550  1.417  0.447  -0.616
H  0.087  -1.989  0.312  0.204
H  0.932  0.310  2.004  0.115
H  3.479  -0.279  0.447  0.207
H  -1.649  1.009  -1.407  0.203
S  0.590  0.116  0.671  0.939

Relative energy (zero: lowest compared OMol25 entry of this formula, charge and spin)   182.7 kcal per mole
Gap between HOMO and LUMO (alpha / beta)   7.26 / 6.32 eV
Electronic energy   -594.4040 a.u.
Charge   0
HOMO level (alpha / beta)   -7.2787 / -6.7421 eV

---

# 2
Density functional theory data (the ωB97M-V functional and the def2-TZVPD basis) for a cluster of 2 separate species, CH6NO2P in total.

Each line ends with the natural charge from an NBO analysis.
Atoms and positions in Å:
H  -1.014  0.962  2.119  0.022
H  -1.491  -0.377  -2.371  0.501
C  1.598  0.485  -0.582  0.018
H  -0.577  1.232  2.605  -0.019
N  0.711  -0.107  0.055  -0.653
O  -1.672  -0.549  -1.448  -1.051
H  2.510  1.104  -0.102  0.186
H  1.659  0.255  -1.701  0.179
O  -1.502  -1.668  0.819  -1.099
P  -0.822  -1.590  -0.466  1.513
H  0.601  0.255  1.072  0.405

Relative energy (zero: lowest compared OMol25 entry of this formula, charge and spin)   66.8 kcal per mole
Gap between HOMO and LUMO   8.96 eV
Electronic energy   -588.2460 a.u.
Charge   0
HOMO level   -8.6969 eV

---

What did the first record say?
Density functional theory data (the ωB97M-V functional and the def2-TZVPD basis) for a structure of composition C5H10S.

Each line ends with the natural charge from an NBO analysis.
Atoms and positions in Å:
H  -1.836  -1.124  -1.220  0.195
H  0.013  2.317  0.195  0.211
H  2.855  0.588  -1.115  0.210
H  -2.505  -1.273  0.414  0.219
C  -1.687  -0.702  -0.190  -0.417
C  -0.448  -1.159  0.653  -0.757
H  -2.563  1.332  0.241  0.238
C  2.708  -0.251  -0.400  -0.682
H  2.276  -1.155  -0.716  0.194
C  -1.702  0.844  -0.335  -0.462
C  -0.550  1.417  0.447  -0.616
H  0.087  -1.989  0.312  0.204
H  0.932  0.310  2.004  0.115
H  3.479  -0.279  0.447  0.207
H  -1.649  1.009  -1.407  0.203
S  0.590  0.116  0.671  0.939

Relative energy (zero: lowest compared OMol25 entry of this formula, charge and spin)   182.7 kcal per mole
Gap between HOMO and LUMO (alpha / beta)   7.26 / 6.32 eV
Electronic energy   -594.4040 a.u.
Charge   0
HOMO level (alpha / beta)   -7.2787 / -6.7421 eV